No. 1
Computed, not measured: a 10-piece molecular cluster, C35H91O28P5 overall in a non-equilibrium geometry, with ωB97M-V/def2-TZVPD.

XYZ file:
```
159
Properties=species:S:1:pos:R:3:mulliken_charge:R:1
C 5.919 -3.856 2.357 -0.7196
O 7.259 -3.854 2.794 -0.2623
P 8.398 -3.716 1.704 1.0427
O 7.959 -3.085 0.466 -0.6584
O 9.572 -2.906 2.490 -0.3898
C 9.685 -1.441 2.401 -0.5562
O 9.029 -5.192 1.530 -0.3370
C 8.317 -6.228 0.933 -0.5808
H 5.699 -3.630 1.313 0.3684
H 5.374 -3.210 3.045 0.2691
H 5.493 -4.833 2.587 0.2662
H 8.846 -1.119 1.784 0.3307
H 10.674 -1.298 1.964 0.2162
H 9.730 -1.137 3.446 0.2229
H 8.188 -6.928 1.758 0.2437
H 8.950 -6.671 0.164 0.2407
H 7.333 -5.881 0.619 0.3030
C -1.563 -1.269 7.489 -0.6790
O -0.160 -1.083 7.510 -0.2881
P 0.630 -1.924 8.652 1.0408
O 0.348 -3.396 8.486 -0.6736
O 0.141 -1.211 10.020 -0.2496
C 0.258 -1.728 11.290 -0.6990
O 2.207 -1.453 8.442 -0.3717
C 2.628 -0.090 8.103 -0.5515
H -1.953 -1.358 6.475 0.2425
H -2.005 -0.363 7.904 0.2616
H -1.907 -2.109 8.092 0.3305
H 0.631 -2.752 11.283 0.3169
H -0.719 -1.701 11.773 0.2570
H 0.886 -1.233 12.030 0.2716
H 1.752 0.519 7.879 0.2827
H 3.306 -0.104 7.250 0.2426
H 3.263 0.388 8.849 0.2662
C -5.475 -6.498 3.179 -0.6869
O -6.704 -6.227 2.767 -0.2547
P -7.750 -7.413 2.343 1.0634
O -7.984 -8.479 3.281 -0.6944
O -7.012 -7.832 0.907 -0.2946
C -6.611 -9.097 0.628 -0.7180
O -9.042 -6.668 1.860 -0.3335
C -9.020 -5.577 0.943 -0.5308
H -4.758 -5.909 2.607 0.2292
H -5.250 -7.564 3.217 0.3406
H -5.514 -6.120 4.200 0.2641
H -5.528 -9.126 0.505 0.2583
H -7.007 -9.359 -0.353 0.2554
H -6.824 -9.868 1.368 0.3320
H -8.071 -5.523 0.410 0.2738
H -9.186 -4.780 1.668 0.2451
H -9.841 -5.558 0.227 0.2508
C 6.188 -2.582 -6.231 -0.7225
O 5.648 -2.556 -7.590 -0.3142
P 4.168 -1.866 -7.854 1.0402
O 3.880 -0.691 -6.958 -0.6808
O 4.422 -1.494 -9.372 -0.3304
C 4.980 -2.550 -10.228 -0.6887
O 3.159 -3.191 -7.823 -0.2768
C 1.900 -3.063 -8.466 -0.6700
H 6.950 -1.808 -6.140 0.2742
H 6.601 -3.562 -5.995 0.2797
H 5.487 -2.444 -5.407 0.3081
H 5.999 -2.316 -10.538 0.2967
H 4.395 -2.652 -11.141 0.3120
H 5.001 -3.565 -9.832 0.3262
H 1.754 -2.261 -9.189 0.3130
H 1.058 -3.005 -7.775 0.2778
H 1.836 -4.087 -8.833 0.2552
C -1.575 7.509 -3.093 -0.7246
O -2.025 6.193 -2.968 -0.2612
P -3.319 5.706 -3.835 1.0059
O -4.460 6.621 -3.717 -0.7072
O -2.843 5.391 -5.348 -0.3154
C -1.692 4.678 -5.689 -0.7009
O -3.673 4.340 -3.146 -0.2584
C -4.383 3.350 -3.862 -0.6834
H -0.489 7.597 -3.087 0.2836
H -1.987 8.030 -2.229 0.2742
H -1.855 8.104 -3.962 0.3275
H -1.895 3.933 -6.459 0.2849
H -1.219 4.162 -4.855 0.3315
H -0.951 5.367 -6.094 0.2867
H -4.789 3.716 -4.805 0.3503
H -5.210 3.091 -3.202 0.2597
H -3.727 2.496 -4.030 0.2435
C -6.596 0.825 3.924 -0.5412
C -7.477 1.999 3.729 -0.6174
C -7.766 2.016 2.232 -0.3599
O -7.593 0.582 1.939 -0.4260
C -7.233 -0.216 3.082 -0.3059
H -6.496 0.416 4.929 0.3398
H -5.634 1.205 3.579 0.2386
H -7.012 2.969 3.903 0.3208
H -8.348 1.903 4.377 0.2969
H -7.045 2.546 1.609 0.3011
H -8.791 2.370 2.127 0.2369
H -6.558 -0.993 2.724 0.2546
H -8.129 -0.549 3.606 0.2618
C 0.420 -0.833 -0.904 -0.5440
C -0.914 -1.152 -0.272 -0.4407
C -1.486 -2.297 -0.998 -0.3318
O -0.949 -2.142 -2.279 -0.4159
C 0.146 -1.310 -2.400 -0.3536
H 1.213 -1.443 -0.470 0.2386
H 0.861 0.164 -0.887 0.3482
H -1.583 -0.298 -0.380 0.2246
H -0.644 -1.354 0.764 0.3078
H -2.572 -2.262 -1.082 0.2209
H -1.085 -3.256 -0.668 0.2631
H 0.056 -0.559 -3.185 0.2736
H 1.039 -1.845 -2.724 0.2096
C 9.392 7.584 5.208 -0.6262
O 8.957 6.715 4.105 -0.3556
C 7.592 6.275 4.061 -0.4891
C 7.285 4.942 3.321 -0.4358
O 5.955 4.498 3.560 -0.2821
C 5.780 3.233 2.902 -0.7515
H 8.921 8.561 5.098 0.2669
H 10.462 7.781 5.140 0.2304
H 9.146 7.020 6.108 0.3038
H 6.873 6.974 3.632 0.2817
H 7.110 6.042 5.010 0.3058
H 8.097 4.282 3.626 0.3474
H 7.486 5.067 2.257 0.3228
H 4.865 2.859 3.361 0.2642
H 6.483 2.415 3.058 0.3078
H 5.626 3.374 1.832 0.3092
C -0.627 5.076 2.558 -0.6204
O -0.422 6.223 3.321 -0.3602
C 0.793 6.927 3.216 -0.2328
C 0.881 8.082 4.226 -0.4282
O 2.034 8.854 3.971 -0.3492
C 2.099 9.732 2.826 -0.7182
H -0.817 5.498 1.571 0.2222
H -1.380 4.373 2.915 0.2528
H 0.239 4.437 2.386 0.2850
H 0.937 7.233 2.180 0.2910
H 1.646 6.292 3.453 0.2132
H 0.960 7.677 5.235 0.2604
H 0.000 8.719 4.311 0.3381
H 2.071 9.313 1.821 0.2907
H 3.072 10.189 3.009 0.2505
H 1.447 10.583 3.022 0.3088
C -5.698 -3.947 -6.619 -0.7693
O -5.042 -3.751 -7.820 -0.2986
C -5.746 -2.998 -8.744 -0.3394
C -5.184 -3.039 -10.160 -0.5565
O -3.903 -2.243 -10.174 -0.3411
C -4.062 -0.819 -10.150 -0.6785
H -6.507 -4.675 -6.680 0.2979
H -6.015 -2.989 -6.208 0.3212
H -5.017 -4.345 -5.867 0.2605
H -5.854 -1.951 -8.459 0.2764
H -6.744 -3.436 -8.727 0.3722
H -5.929 -2.719 -10.889 0.3492
H -4.897 -4.006 -10.572 0.3054
H -4.147 -0.567 -9.093 0.2624
H -4.876 -0.389 -10.733 0.2980
H -3.082 -0.587 -10.568 0.2404
```

SMILES: COP(=O)(OC)OC.COP(=O)(OC)OC.COP(=O)(OC)OC.COP(=O)(OC)OC.COP(=O)(OC)OC.C1CCOC1.C1CCOC1.COCCOC.COCCOC.COCCOC
LUMO level: 0.0008 hartree
Total energy: -5201.67919 hartree
Multiplicity: 1
Orbital gap: 9.43 eV

No. 2
Computed, not measured: C35H94F6N2O16S2 as an isolated structure in a non-equilibrium geometry, with ωB97M-V/def2-TZVPD.

XYZ file:
```
155
Properties=species:S:1:pos:R:3:mulliken_charge:R:1
N 12.319 -2.958 15.064 0.3257
H 12.497 -2.793 14.051 0.3071
H 13.172 -2.659 15.622 -0.0530
H 12.119 -3.955 15.167 0.5181
H 11.491 -2.439 15.362 0.3893
C 12.272 -2.540 18.463 0.0850
F 11.671 -3.590 17.926 -0.2124
F 11.868 -1.429 17.870 -0.0278
F 12.022 -2.478 19.743 0.0009
S 14.165 -2.730 18.255 0.9218
O 14.767 -2.010 19.330 -0.2216
O 14.375 -4.169 18.271 -0.7065
N 14.451 -2.135 16.681 -0.7817
S 15.241 -0.768 16.801 0.1225
O 14.552 0.267 17.544 -0.0288
O 16.633 -0.946 17.113 -0.1241
C 15.180 -0.188 15.027 -0.4063
F 13.912 -0.037 14.629 0.0717
F 15.832 0.960 14.896 0.1401
F 15.782 -1.086 14.226 -0.1394
O 14.725 -6.557 16.730 -0.7140
H 14.880 -5.932 16.008 0.3436
H 14.681 -5.984 17.509 0.4451
C 9.620 -1.154 22.196 -0.7681
C 8.122 -1.451 22.430 0.2646
C 7.624 -2.707 21.738 -0.6625
O 7.848 -1.550 23.820 -0.5868
H 10.205 -1.841 22.814 0.2813
H 9.808 -0.130 22.500 0.3713
H 9.874 -1.371 21.158 -0.0422
H 7.594 -0.561 22.081 0.3385
H 6.613 -3.081 21.897 0.4282
H 8.253 -3.570 21.998 -0.0858
H 7.721 -2.643 20.646 0.0763
H 8.498 -2.107 24.259 0.3444
C 19.722 -0.491 15.439 -1.3762
C 19.308 0.964 15.285 2.0886
C 19.302 1.675 16.609 -1.2778
O 20.272 1.632 14.452 -0.6712
H 19.004 -0.989 16.094 0.1084
H 20.718 -0.616 15.869 0.3653
H 19.800 -0.997 14.471 0.3775
H 18.317 0.980 14.821 -0.7763
H 18.481 1.359 17.259 0.0430
H 19.072 2.735 16.430 0.2118
H 20.204 1.727 17.217 0.4370
H 20.213 1.252 13.569 0.3787
C 17.241 -1.703 20.755 -0.8689
C 18.638 -1.505 21.303 0.4927
C 19.582 -1.026 20.199 -1.3014
O 18.597 -0.512 22.328 -0.5649
H 16.546 -2.095 21.504 0.3044
H 17.265 -2.442 19.958 0.1921
H 16.809 -0.744 20.470 0.1861
H 19.013 -2.437 21.747 0.1742
H 20.608 -0.966 20.580 0.4669
H 19.346 -0.043 19.797 0.3080
H 19.604 -1.779 19.405 0.2774
H 19.488 -0.359 22.651 0.3153
C 9.686 2.436 14.569 -1.7439
C 10.450 1.116 14.604 1.0125
C 11.390 1.076 15.792 -0.9167
O 9.466 0.088 14.849 -0.4768
H 10.372 3.293 14.593 0.3628
H 8.963 2.581 15.368 0.3727
H 9.211 2.593 13.594 0.5102
H 10.915 0.949 13.628 -0.1394
H 10.891 1.475 16.676 0.5664
H 12.303 1.653 15.651 0.3318
H 11.701 0.062 16.045 -0.3217
H 8.693 0.254 14.303 0.2715
C 13.369 -1.317 10.271 -1.5457
C 12.668 -1.283 11.613 1.4635
C 11.174 -1.058 11.524 -1.3841
O 12.878 -2.493 12.354 -0.7033
H 13.070 -2.167 9.653 0.3367
H 14.438 -1.505 10.427 0.4202
H 13.281 -0.382 9.723 0.3900
H 13.066 -0.449 12.207 -0.3339
H 10.761 -1.916 10.987 0.4171
H 10.975 -0.141 10.970 0.3732
H 10.718 -0.984 12.511 0.1618
H 13.764 -2.838 12.180 0.2351
C 8.259 -4.460 17.713 -0.7798
C 7.159 -3.739 16.949 0.4560
C 5.779 -4.011 17.533 -1.2597
O 7.443 -2.340 16.987 -0.4581
H 9.213 -4.475 17.187 0.1664
H 7.960 -5.507 17.777 0.4198
H 8.363 -3.983 18.687 -0.0140
H 7.215 -4.035 15.891 0.2189
H 5.846 -3.774 18.597 0.2407
H 5.621 -5.093 17.500 0.3661
H 5.003 -3.498 16.973 0.4142
H 6.723 -1.828 16.613 0.2577
C 12.599 0.804 20.420 -0.4572
C 13.522 2.002 20.611 1.0204
C 12.867 3.272 20.087 -1.4601
O 13.811 2.035 22.025 -0.5942
H 13.021 -0.150 20.733 0.1282
H 12.309 0.759 19.364 -0.2430
H 11.677 0.908 20.997 0.3966
H 14.456 1.790 20.083 -0.0754
H 12.361 3.100 19.139 0.1769
H 13.525 4.140 20.046 0.3642
H 12.087 3.549 20.806 0.4347
H 14.746 1.853 22.145 0.3787
C 9.319 -6.794 20.768 -1.3242
C 10.397 -6.496 21.799 0.4146
C 11.148 -5.192 21.478 -0.5847
O 9.731 -6.334 23.051 -0.5814
H 9.603 -6.565 19.739 0.2735
H 8.420 -6.209 20.976 0.2885
H 8.992 -7.835 20.721 0.3862
H 11.094 -7.339 21.819 0.3573
H 12.135 -5.242 21.936 0.4407
H 10.560 -4.326 21.772 0.0027
H 11.298 -5.131 20.396 0.0055
H 10.367 -6.417 23.767 0.3166
C 17.499 -4.378 16.542 -1.0889
C 16.963 -4.254 15.106 1.0726
C 17.426 -5.426 14.242 -1.6163
O 15.538 -4.328 15.129 -0.6135
H 17.069 -3.625 17.199 0.0174
H 18.583 -4.232 16.541 0.4761
H 17.307 -5.378 16.933 0.3682
H 17.348 -3.305 14.718 -0.0815
H 18.507 -5.537 14.330 0.4057
H 17.237 -5.200 13.190 0.3752
H 16.912 -6.342 14.525 0.3504
H 15.141 -3.688 15.748 0.4531
C 15.856 3.777 17.249 -0.3653
C 16.582 4.858 16.441 0.0130
C 16.745 4.439 14.983 -0.6684
O 15.868 6.085 16.560 -0.6030
H 16.438 2.859 17.347 0.0535
H 14.904 3.565 16.754 0.0332
H 15.654 4.156 18.251 0.3264
H 17.558 5.084 16.876 0.3011
H 15.806 4.368 14.425 0.3873
H 17.179 3.438 14.907 -0.2029
H 17.406 5.134 14.464 0.3692
H 15.046 5.984 16.063 0.3694
C 17.128 1.835 12.204 -0.7444
C 17.160 1.855 10.677 0.3850
C 16.529 3.072 10.017 -1.4330
O 18.526 1.674 10.278 -0.5575
H 17.832 2.597 12.555 0.2392
H 17.594 0.924 12.583 0.1903
H 16.134 1.999 12.613 0.3302
H 16.665 0.953 10.303 0.1136
H 15.567 3.309 10.477 0.3447
H 16.371 2.887 8.956 0.3854
H 17.138 3.972 10.139 0.4083
H 18.861 2.515 9.950 0.3481
```

LUMO level: -0.0106 hartree
Total energy: -4098.77783 hartree
Multiplicity: 1
Orbital gap: 9.42 eV

No. 3
Computed, not measured: a 10-piece molecular cluster, C36H100N8O12 overall in a non-equilibrium geometry, with ωB97M-V/def2-TZVPD.

XYZ file:
```
156
Properties=species:S:1:pos:R:3:mulliken_charge:R:1
C -1.524 5.485 -7.307 -0.6910
O -2.618 4.917 -6.566 -0.3375
C -3.007 5.515 -5.333 -1.0269
C -2.392 4.800 -4.112 0.8595
C -2.909 3.400 -3.989 -1.1626
N -2.844 5.503 -2.924 -0.6609
H -1.467 4.888 -8.222 0.2251
H -0.611 5.442 -6.731 0.2840
H -1.780 6.503 -7.537 0.3063
H -2.587 6.491 -5.340 0.5450
H -4.087 5.429 -5.261 0.3673
H -1.303 4.755 -4.237 0.0976
H -3.954 3.562 -4.133 0.3361
H -2.665 2.771 -3.133 0.1211
H -2.531 2.840 -4.858 0.2958
H -2.986 6.532 -3.033 0.2267
H -2.241 5.295 -2.178 0.2029
C 0.146 -3.008 5.355 -0.7774
O 0.594 -1.728 5.131 -0.3150
C 1.990 -1.690 5.161 -1.2366
C 2.658 -2.133 3.847 0.6576
C 4.175 -1.934 3.979 -1.1442
N 2.152 -1.246 2.772 2.0333
H 0.574 -3.415 6.324 0.2697
H 0.486 -3.690 4.546 0.2455
H -0.948 -2.934 5.375 0.3135
H 2.268 -0.700 5.445 0.2585
H 2.407 -2.423 5.846 0.6561
H 2.459 -3.232 3.614 0.2869
H 4.763 -2.316 4.818 0.4649
H 4.278 -0.808 3.965 0.1593
H 4.641 -2.324 3.061 0.1291
H 1.198 -1.479 2.549 -0.7120
H 2.757 -1.371 1.979 -0.9540
C 4.992 -2.194 0.418 -1.1021
O 4.079 -1.065 0.632 0.3805
C 4.279 0.149 -0.058 -0.0374
C 5.478 0.976 0.439 0.3748
C 5.453 1.169 1.977 -0.9304
N 5.415 2.170 -0.390 -0.6198
H 4.665 -3.006 1.056 0.3835
H 6.034 -1.884 0.503 0.3230
H 4.876 -2.524 -0.620 0.1948
H 4.311 0.034 -1.150 0.4040
H 3.377 0.743 0.121 -0.7991
H 6.400 0.446 0.180 0.2504
H 6.467 1.286 2.370 0.3628
H 4.916 0.272 2.345 -0.1577
H 4.903 2.047 2.286 0.3824
H 4.461 2.442 -0.494 0.1052
H 5.927 2.916 0.039 0.2839
C -0.768 5.063 1.235 -0.7688
O 0.066 4.801 0.173 -0.0685
C 1.428 4.952 0.555 -1.1157
C 2.317 4.974 -0.755 0.5831
C 2.077 3.766 -1.572 -0.7567
N 3.765 5.087 -0.450 -0.4758
H -0.692 6.121 1.584 0.3817
H -0.608 4.460 2.130 0.1798
H -1.786 4.918 0.889 0.1839
H 1.403 5.872 1.001 0.7824
H 1.693 4.233 1.310 0.2674
H 1.898 5.871 -1.334 0.1005
H 2.645 3.812 -2.502 0.4096
H 1.077 3.496 -1.870 0.3120
H 2.417 2.754 -1.186 -0.3563
H 3.907 5.766 0.248 0.1981
H 4.317 5.278 -1.271 0.2502
C -3.469 1.750 1.676 -0.9123
O -3.841 0.812 0.690 0.4842
C -4.989 1.225 0.074 -0.6917
C -5.500 0.121 -0.806 0.0267
C -6.146 -0.950 0.102 -1.1862
N -4.497 -0.442 -1.754 -0.5784
H -3.275 2.699 1.232 0.3417
H -2.519 1.451 2.115 -0.0471
H -4.222 1.743 2.471 0.3525
H -5.709 1.538 0.913 0.4122
H -4.809 2.187 -0.494 0.2204
H -6.253 0.503 -1.443 0.4867
H -5.381 -1.245 0.807 0.0678
H -6.441 -1.773 -0.573 0.3867
H -7.027 -0.600 0.620 0.4377
H -3.942 0.261 -2.238 0.3090
H -3.823 -0.993 -1.264 0.1612
C -5.848 -2.709 4.015 -0.7492
O -4.464 -3.015 4.217 -0.4638
C -3.715 -2.462 3.126 0.6280
C -3.555 -3.334 1.905 0.4786
C -2.986 -4.642 2.301 -1.6314
N -2.723 -2.568 0.950 0.0482
H -5.955 -1.641 3.966 0.2910
H -6.450 -3.095 4.811 0.3446
H -6.210 -3.034 3.034 0.2555
H -4.108 -1.488 2.789 -0.1034
H -2.699 -2.194 3.501 -0.2893
H -4.439 -3.594 1.339 0.3548
H -3.067 -5.344 1.484 0.3811
H -3.585 -4.912 3.177 0.4521
H -1.976 -4.509 2.629 0.1613
H -2.927 -1.562 0.951 -0.2065
H -1.755 -2.597 1.308 -0.2903
C 2.888 -6.384 0.210 -0.6524
O 1.971 -5.539 0.881 -0.3566
C 0.820 -5.304 0.118 -1.0752
C 0.940 -4.156 -0.891 0.3101
C 1.488 -2.841 -0.306 1.8942
N -0.423 -3.988 -1.475 -0.5087
H 3.553 -6.832 0.992 0.2452
H 3.613 -5.783 -0.386 0.2115
H 2.319 -7.173 -0.302 0.3432
H 0.501 -6.241 -0.380 0.4971
H -0.006 -5.122 0.776 0.0042
H 1.685 -4.514 -1.627 0.5114
H 2.451 -2.906 0.183 -0.2328
H 0.677 -2.536 0.455 -0.7699
H 1.542 -2.027 -1.092 -0.7641
H -0.944 -3.517 -0.744 0.0558
H -0.384 -3.425 -2.325 0.3208
C -1.671 -2.521 -4.251 -0.7675
O -0.326 -2.766 -4.412 -0.3499
C 0.343 -1.733 -5.050 -0.6548
C 1.924 -1.872 -5.079 0.2644
C 2.416 -2.240 -3.739 -0.6096
N 2.454 -0.713 -5.759 -0.7294
H -2.161 -3.460 -3.939 0.2858
H -2.162 -2.154 -5.201 0.3523
H -1.936 -1.717 -3.489 0.2142
H 0.093 -1.638 -6.121 0.3412
H 0.093 -0.793 -4.548 0.2461
H 2.126 -2.692 -5.759 0.4173
H 2.417 -1.434 -2.984 -0.0424
H 3.402 -2.712 -3.684 0.3532
H 1.729 -3.003 -3.372 0.0125
H 2.631 -0.007 -5.051 0.2405
H 3.330 -0.949 -6.151 0.2964
O 2.463 1.349 4.212 -0.5050
C 1.323 2.215 4.104 0.1829
C 0.042 1.581 4.614 -0.7256
O -0.356 0.488 3.784 -0.2356
H 2.370 0.727 3.467 -0.1366
H 1.495 3.109 4.737 0.4805
H 1.134 2.611 3.124 -0.3329
H -0.864 2.158 4.736 0.3817
H 0.087 1.043 5.577 0.3639
H -0.079 -0.314 4.245 0.2276
O -1.458 1.406 -1.389 -0.0118
C -0.220 0.697 -1.183 -0.7383
C 0.266 0.801 0.250 0.4697
O -0.613 -0.023 1.013 1.4187
H -2.068 1.018 -0.730 -0.3413
H -0.366 -0.342 -1.438 0.0091
H 0.538 1.153 -1.833 0.3480
H 0.133 1.834 0.507 0.3299
H 1.277 0.456 0.392 -0.9132
H -0.477 0.235 1.966 -0.3370
```

SMILES: COC[C@H](C)N.COC[C@H](C)N.COC[C@H](C)N.COC[C@H](C)N.COC[C@H](C)N.COC[C@H](C)N.COC[C@H](C)N.COC[C@H](C)N.OCCO.OCCO
LUMO level: 0.0227 hartree
Total energy: -2772.29419 hartree
Multiplicity: 1
Orbital gap: 9.50 eV

Question: Which formula does entry 3 have?
Answer: C36H100N8O12

Question: What is the formula in the second record?
Answer: C35H94F6N2O16S2

Question: Among the records above, which one has the highest total energy?
Answer: C36H100N8O12

Question: What is the LUMO level in the second record?
Answer: -0.0106 hartree